1.
DFT (the ωB97M-V functional and the def2-TZVPD basis) results for a molecular structure, C22H24Br2IIrN8O3.

Structure (XYZ):
```
61
Properties=species:S:1:pos:R:3:forces:R:3:lowdin_charge:R:1
Ir -0.4678 0.6728 0.0055 -0.9 -0.5 0.5 1.471
C -2.5718 -1.8473 0.4623 0.0 0.0 0.0 0.002
C -2.8121 -1.0612 -0.7780 0.0 0.0 0.0 -0.231
C -3.7985 -1.4587 -1.7034 0.0 0.1 0.0 0.059
C -4.0498 -0.7415 -2.8430 0.0 0.0 0.0 0.053
C -3.2911 0.4167 -3.1029 0.2 -0.1 0.1 -0.151
C -3.4030 1.2876 -4.2425 -0.1 0.1 -0.2 -0.569
Br -4.6607 0.9405 -5.5482 0.1 0.0 0.1 1.023
C -2.5725 2.4012 -4.3928 0.0 0.0 0.0 -0.111
C -1.6017 2.7152 -3.4587 -0.1 0.1 0.0 -0.582
Br -0.4912 4.1822 -3.6532 0.0 0.0 0.0 0.964
C -1.4718 1.8904 -2.3114 -0.1 0.0 0.3 -0.345
O -0.6847 2.1135 -1.3285 0.3 0.2 -1.1 -0.152
C -2.3150 0.7446 -2.1733 0.0 0.0 -0.1 -0.135
N -2.0834 0.0259 -1.0407 0.1 -0.2 0.8 0.017
H -3.4986 -2.3059 0.8010 0.0 0.0 0.0 0.108
H -2.1621 -1.2298 1.2576 0.0 0.0 0.0 0.056
H -1.8600 -2.6487 0.2448 0.0 0.0 0.0 0.112
H -4.3698 -2.3500 -1.4828 0.0 0.0 0.0 0.145
H -4.8227 -1.0591 -3.5308 0.0 0.0 0.0 0.118
H -2.6946 3.0302 -5.2648 0.0 0.0 0.0 0.123
I -4.8075 4.6226 2.0195 0.1 0.0 0.0 0.997
C -3.1984 3.3405 1.9593 0.0 0.0 0.0 -0.744
C -2.3596 2.9817 2.9946 0.0 0.0 0.0 -0.083
N -1.4545 2.1213 2.5008 0.0 0.0 0.0 0.025
N -1.6664 1.8961 1.1919 0.6 -0.2 -0.3 -0.149
C -2.7193 2.6373 0.8521 -0.1 0.0 0.0 -0.156
H -2.3517 3.2702 4.0330 0.0 0.0 0.0 0.144
H -0.7075 1.6482 2.9819 0.0 0.0 0.0 0.146
H -3.0987 2.6399 -0.1557 0.0 0.0 0.0 0.117
C 4.6408 0.2349 -3.5687 0.0 0.0 0.0 0.020
N 3.4267 0.2375 -2.7568 0.0 0.1 0.0 -0.068
C 2.5227 -0.8922 -2.6163 0.0 -0.2 0.1 0.005
C 1.5640 -0.3323 -1.6015 0.0 0.3 0.3 -0.454
O 0.5081 -0.8562 -1.1356 -0.1 0.7 -0.2 -0.109
N 1.9204 0.8724 -1.2072 0.5 0.4 0.1 0.144
C 3.0518 1.1915 -1.9082 0.1 -0.2 -0.1 -0.364
N 3.6875 2.3343 -1.7433 0.0 0.0 0.0 0.259
H 4.5946 -0.6002 -4.2620 0.0 0.0 0.0 0.108
H 5.5289 0.1255 -2.9460 0.0 0.0 0.0 0.111
H 4.7029 1.1501 -4.1570 0.0 0.0 0.0 0.105
H 3.0395 -1.7780 -2.2384 0.0 0.0 0.0 0.161
H 2.0251 -1.1515 -3.5522 0.0 0.0 0.0 0.158
H 3.3262 3.0123 -1.0929 0.0 0.0 0.0 0.139
H 4.5310 2.5558 -2.2473 0.0 0.0 0.0 0.133
N 0.2557 -0.3432 1.6493 -0.3 -0.4 -0.4 0.036
C 0.9438 -0.9886 2.3370 0.1 0.2 0.0 -0.179
N 1.7025 -1.6815 3.0980 0.0 -0.1 0.1 -0.044
C 1.9505 -3.1313 2.8462 0.0 0.1 0.0 -0.060
C 1.6348 -3.8936 4.1229 0.0 0.0 0.0 -0.171
O 2.3732 -3.3680 5.2003 0.0 0.0 0.0 -0.094
C 2.0110 -2.0390 5.4945 0.0 0.0 0.0 -0.170
C 2.3438 -1.1269 4.3245 -0.1 0.0 0.0 -0.060
H 3.0044 -3.2367 2.5871 0.0 0.0 0.0 0.143
H 1.3330 -3.4543 2.0098 0.0 0.0 0.0 0.135
H 1.9312 -4.9343 4.0041 0.0 0.0 0.0 0.147
H 0.5590 -3.8562 4.3359 0.0 0.0 0.0 0.138
H 2.5869 -1.7321 6.3656 0.0 0.0 0.0 0.147
H 0.9432 -1.9752 5.7392 0.0 0.0 0.0 0.138
H 3.4186 -1.1077 4.1423 0.0 0.0 0.0 0.144
H 1.9846 -0.1115 4.4832 0.0 0.0 0.0 0.134
```
Forces are in eV/Å.

* multiplicity: 2
* charge: +3
* largest force on an atom: 1.2 eV/Å
* ΔE to the lowest compared entry with this formula, charge and spin: 3.31 kcal per mole
* ⟨S²⟩: 0.78

=====

2.
DFT (the ωB97M-V functional and the def2-TZVPD basis) results for a molecular structure, C22H24Br2N2O7Ti.

Structure (XYZ):
```
58
Properties=species:S:1:pos:R:3:forces:R:3:lowdin_charge:R:1
Ti -0.8350 -0.7820 0.7141 2.1 -4.6 2.3 0.990
C 3.0971 2.5991 0.2618 0.4 0.0 -0.4 -0.025
N 2.1859 1.8489 1.0874 -2.2 -1.1 -0.7 -0.116
C 2.3585 1.9673 2.5151 -0.2 0.0 0.5 -0.009
C 1.1339 1.1093 0.6142 1.3 -0.4 2.1 -0.320
O 0.3092 0.5576 1.4239 3.1 3.5 -0.4 -0.110
C 1.1145 0.5816 -0.8041 -0.2 -0.4 -1.2 -0.060
O 0.5827 -0.7474 -0.7595 1.0 2.1 -2.1 -0.257
C 1.1176 -1.5806 0.2670 -0.4 -0.6 0.2 -0.112
C -0.6337 -1.7495 2.5084 0.4 0.2 -0.4 -0.349
O -1.6944 -1.0808 2.4249 -2.2 0.5 2.0 -0.074
N -0.3608 -2.5827 3.4871 -0.4 0.2 0.1 -0.166
C -1.4145 -2.9308 4.4316 -0.2 0.1 0.0 -0.023
C 0.9054 -3.2862 3.4821 0.3 0.0 -0.3 -0.032
H 3.1491 3.6360 0.6041 -0.1 -0.1 0.0 0.098
H 2.7806 2.6019 -0.7775 0.0 0.0 0.0 0.095
H 4.1039 2.1734 0.3278 -0.1 0.0 0.0 0.105
H 2.2970 3.0098 2.8320 0.0 0.0 0.0 0.098
H 3.3321 1.5656 2.8044 0.0 0.0 -0.1 0.104
H 1.5705 1.3929 3.0000 0.2 0.1 0.1 0.099
H 2.1155 0.5619 -1.2595 -0.2 0.0 0.2 0.146
H 0.4250 1.1311 -1.4655 0.3 0.1 0.4 0.153
H 2.0627 -1.1861 0.6601 -0.3 -0.1 0.1 0.091
H 1.2197 -2.5996 -0.1130 0.0 0.3 0.0 0.072
H -1.8003 -2.0305 4.9130 0.0 -0.1 0.0 0.091
H -1.0265 -3.6099 5.1827 0.0 0.0 0.1 0.081
H -2.2378 -3.4099 3.8971 0.0 0.0 0.1 0.100
H 1.0017 -3.8825 2.5723 0.0 0.0 0.1 0.095
H 0.9678 -3.9360 4.3505 0.0 0.0 0.0 0.082
H 1.7241 -2.5641 3.5204 0.0 -0.1 0.0 0.088
Br 0.9842 6.5285 -0.8830 -0.2 -0.1 0.0 0.720
C -0.1951 5.0339 -0.8025 0.1 0.2 -0.1 -0.680
C -0.2277 4.2660 0.3493 0.1 0.1 0.0 -0.129
C -0.9918 3.1118 0.3687 -0.3 0.0 -0.2 -0.026
C -1.7081 2.7310 -0.7664 0.0 0.0 0.2 -0.120
C -1.7267 3.5640 -1.8806 -0.1 -0.2 0.1 -0.004
C -0.9694 4.7203 -1.9099 0.2 0.1 0.1 -0.111
C -2.4200 1.3971 -0.8204 -0.5 0.5 -0.6 -0.539
O -3.3839 1.2282 -1.5432 0.2 0.1 0.1 0.094
O -1.8662 0.4846 -0.1012 -1.4 1.7 -0.6 -0.110
H 0.3466 4.5659 1.2143 0.0 0.0 0.1 0.099
H -1.0560 2.5131 1.2681 0.0 0.0 -0.1 0.124
H -2.3295 3.2776 -2.7290 -0.1 0.0 -0.1 0.124
H -0.9635 5.3603 -2.7810 0.0 0.0 0.0 0.104
Br 0.8975 -4.8800 -2.4715 0.2 -0.1 -0.4 0.821
C -0.2037 -3.4515 -3.0501 0.0 -0.1 0.2 -0.584
C -0.0986 -3.0713 -4.3794 0.0 0.0 0.0 -0.134
C -0.8193 -1.9808 -4.8339 0.0 0.0 0.0 -0.079
C -1.6487 -1.2805 -3.9689 -0.1 0.0 0.0 -0.062
C -1.7679 -1.6836 -2.6523 -0.1 -0.2 0.0 -0.010
C -1.0484 -2.7799 -2.1710 0.0 0.0 -0.1 -0.155
C -1.1461 -3.1337 -0.7098 0.8 -2.0 -0.5 -0.590
O -0.6929 -4.1762 -0.2613 -0.6 0.6 -0.1 -0.002
O -1.6963 -2.2306 0.0232 -1.0 -0.5 -0.4 -0.098
H 0.5501 -3.6250 -5.0446 0.0 0.0 0.0 0.094
H -0.7286 -1.6823 -5.8676 0.0 0.0 -0.1 0.103
H -2.2091 -0.4263 -4.3214 -0.1 0.0 0.0 0.107
H -2.4328 -1.1584 -1.9774 0.0 0.0 -0.1 0.108
```
Forces are in eV/Å.

* charge: 0
* largest force on an atom: 5.6 eV/Å
* ΔE to the lowest compared entry with this formula, charge and spin: 85.26 kcal per mole

=====

3.
DFT (the ωB97M-V functional and the def2-TZVPD basis) results for a molecular structure, C22H24ClKN5O2STe.

Structure (XYZ):
```
57
Properties=species:S:1:pos:R:3:forces:R:3:lowdin_charge:R:1
K 0.9973 -0.5389 -0.0582 -0.2 -0.1 0.7 0.636
N 1.7877 1.2525 4.5522 0.0 0.0 0.0 0.032
C 1.1050 0.6988 3.5013 0.0 -0.1 0.0 -0.932
S 1.4129 -0.9472 3.1543 0.0 0.0 0.0 0.416
N 0.2633 1.5594 2.9380 0.0 0.1 0.1 -0.031
N -0.3914 1.0939 1.8635 -0.1 0.0 -0.2 -0.004
C -1.3320 1.8503 1.3998 0.1 0.0 0.2 -0.223
C -1.7306 3.1316 2.0525 0.0 0.0 0.0 -0.200
C -2.2476 3.1322 3.3461 0.0 0.0 0.0 -0.032
C -2.6318 4.3179 3.9510 0.0 0.0 0.0 -0.089
C -2.4961 5.5248 3.2759 0.0 0.0 0.0 -0.109
C -1.9737 5.5352 1.9915 0.0 0.0 0.0 -0.095
C -1.5963 4.3447 1.3848 0.0 0.0 0.0 -0.046
C -2.0577 1.4184 0.1922 -0.2 -0.1 -0.1 -0.217
C -3.2178 2.0833 -0.2306 0.0 0.0 0.0 -0.013
C -3.8490 1.6825 -1.3925 0.0 0.0 0.0 -0.073
C -3.3293 0.6215 -2.1189 0.0 0.0 0.1 -0.074
C -2.2055 -0.0077 -1.6084 0.0 0.0 0.0 -0.150
N -1.5885 0.3662 -0.4952 0.1 0.1 0.0 0.037
H 2.5960 0.7464 4.8648 0.0 0.0 0.0 0.055
H 1.7956 2.2592 4.5937 0.0 0.0 0.0 0.079
H -2.3322 2.1919 3.8749 0.0 0.0 0.0 0.117
H -3.0329 4.3026 4.9570 0.0 0.0 0.0 0.096
H -2.7926 6.4514 3.7518 0.0 0.0 0.0 0.092
H -1.8560 6.4713 1.4592 0.0 0.0 0.0 0.095
H -1.1873 4.3553 0.3810 0.0 0.0 0.0 0.119
H -3.6120 2.9054 0.3487 0.0 0.0 0.0 0.109
H -4.7414 2.1971 -1.7276 0.0 0.0 0.0 0.102
H -3.7801 0.2806 -3.0406 0.0 0.0 0.0 0.096
H -1.7699 -0.8584 -2.1252 0.0 0.0 0.0 0.115
C -1.2526 -4.0571 2.8258 0.0 0.1 0.0 -0.468
Te -1.5948 -2.2403 1.7553 0.0 0.1 0.0 1.114
C -3.1232 -3.0796 0.5095 0.0 -0.1 0.0 -0.476
H -2.1787 -4.4096 3.2747 0.0 0.0 0.0 -0.013
H -0.5351 -3.8175 3.6083 0.0 0.0 0.0 -0.019
H -0.8390 -4.8138 2.1639 0.0 0.0 0.0 -0.005
H -3.9357 -3.4909 1.1054 0.0 0.0 0.0 -0.014
H -2.6924 -3.8450 -0.1331 0.0 0.0 0.0 -0.015
H -3.5094 -2.2646 -0.1021 0.0 0.0 0.0 -0.030
Cl 7.5895 -2.1570 -5.6091 0.0 0.0 0.0 0.614
C 6.1735 -1.7958 -4.6494 0.0 0.0 0.0 -0.678
C 5.5187 -2.8263 -3.9970 0.0 0.0 0.0 -0.113
C 4.3873 -2.5314 -3.2501 0.0 0.0 -0.1 -0.020
C 3.9319 -1.2246 -3.1340 -0.1 -0.1 0.0 -0.127
C 4.6159 -0.2074 -3.7864 0.1 0.0 0.1 -0.020
C 5.7334 -0.4859 -4.5597 0.0 0.0 0.0 -0.113
C 2.6962 -0.9099 -2.2981 0.3 0.0 -0.3 -0.694
O 2.6396 0.2388 -1.8087 0.1 0.1 -0.3 -0.120
O 1.8589 -1.8358 -2.1667 0.0 -0.1 0.0 -0.127
H 5.8880 -3.8394 -4.0809 0.0 0.0 0.0 0.097
H 3.8327 -3.3151 -2.7510 0.0 0.0 0.0 0.115
H 4.2623 0.8081 -3.6665 0.0 0.0 0.0 0.115
H 6.2652 0.2980 -5.0817 0.0 0.0 0.0 0.097
N -0.0972 -4.2611 -2.0473 -0.1 0.1 0.0 0.022
H 0.4342 -3.4001 -1.9257 0.1 0.0 0.0 -0.030
H -0.8144 -4.0506 -2.7330 0.0 0.0 0.0 -0.002
H 0.5390 -4.9082 -2.4994 0.0 0.0 0.0 -0.002
```
Forces are in eV/Å.

* DFT total energy: -3003.48783 Ha
* charge: -1
* largest force on an atom: 0.7 eV/Å

=====

Q: The highest charge belongs to which entry?
A: C22H24Br2IIrN8O3

=====

Q: The lowest charge belongs to which entry?
A: C22H24ClKN5O2STe

=====

Q: What is the largest force on an atom in the first record?
A: 1.2 eV/Å

=====

Q: The lowest charge belongs to which entry?
A: C22H24ClKN5O2STe